6
Properties=species:S:1:pos:R:3 method="wB97M-V/def2-TZVPD" e_homo_ev=-13.51 homo_lumo_gap_ha=0.5243 relative_energy_ev=0.191 fmax_ha_per_bohr=0.056 smiles=N#CC(F)(F)F
F 1.14 -0.16 1.11
C 0.46 0.01 -0.01
F 0.71 1.17 -0.55
N -2.09 -0.06 0.07
C -0.98 0.02 0.21
F 0.75 -0.98 -0.84

95
Properties=species:S:1:pos:R:3 method="wB97M-V/def2-TZVPD" e_homo_ev="-18.20 / -18.20" homo_lumo_gap_ha="0.3265 / 0.1335" multiplicity=2 fmax_ha_per_bohr=0.105 total_charge=+4
H -4.70 -2.66 -2.64
H -5.52 -1.37 2.52
N -3.94 1.75 0.00
H 0.85 -5.63 -1.05
C -2.33 1.47 -1.53
H -1.41 1.38 -2.09
H 2.10 0.31 2.47
H -5.57 2.15 -1.39
H -8.11 -1.07 1.91
H -2.88 2.28 -4.06
C 3.42 3.96 1.16
H 3.97 5.87 2.87
H -7.86 -2.81 2.03
H -5.18 3.87 0.86
H -5.52 1.40 1.39
N -3.59 1.59 -2.20
H 6.70 5.40 3.09
F 3.33 0.56 -1.42
C -6.13 -2.23 -0.47
C -2.61 1.46 -0.17
F -0.66 -1.30 -0.34
H -3.98 0.86 -4.08
H 5.51 -4.03 0.72
H -3.74 -4.59 -1.47
H -3.47 -1.58 -2.07
C 3.61 -2.63 2.28
H -3.54 3.94 1.38
C 3.93 -4.94 -0.57
F 1.88 4.86 -3.50
H 1.30 -3.35 0.48
H 4.07 -1.72 1.90
C 4.36 -3.36 3.42
C 5.98 4.78 2.56
N 3.48 -3.44 1.04
C -4.54 1.87 -1.27
N 3.76 4.03 2.50
H 5.39 -3.54 3.11
H 6.32 3.75 2.73
B 0.65 -1.01 -0.70
H 3.87 -4.30 3.67
F 5.57 0.03 -1.05
H 4.53 4.92 4.17
C 2.61 2.82 1.04
H -2.61 -3.47 -0.61
H -4.84 3.54 2.61
C -5.35 -1.64 1.49
O -0.14 2.50 -3.68
N 2.35 2.33 2.29
H -1.97 1.21 0.67
C 4.48 -4.12 0.39
O 1.44 2.60 -5.63
F 1.36 -0.85 0.48
H 2.59 -2.34 2.57
H 6.10 5.06 1.52
H -4.03 1.35 2.07
N -4.75 -2.16 -0.59
C -4.49 3.43 1.58
N -6.49 -1.94 0.80
C 1.67 -5.22 -1.63
H -8.56 -2.14 0.53
C 2.35 3.68 -3.26
H -3.20 -1.48 0.73
Ca 2.41 -1.00 -3.00
H 2.11 -6.08 -2.14
H -4.58 2.46 -3.81
H -6.83 -2.62 -1.18
F 1.17 -2.07 -1.42
H 1.29 -4.52 -2.37
C -4.02 -2.48 -1.81
S 1.25 2.34 -4.18
C -3.15 -3.68 -1.54
C 4.61 5.02 3.09
H 2.85 3.14 4.22
H 1.08 1.18 3.60
H 0.69 1.16 1.86
F 4.06 -1.51 -1.64
H -2.37 -3.82 -2.28
H 4.50 -2.80 4.34
F 2.14 3.34 -1.90
F 4.77 0.01 -3.08
C -4.57 1.92 1.31
C 2.30 -3.71 0.32
C 1.49 1.20 2.60
F 3.60 3.60 -3.73
B 4.46 -0.17 -1.77
H 2.35 2.23 0.18
H 3.91 4.68 0.51
N 2.59 -4.64 -0.69
C -7.84 -1.97 1.34
F 0.79 0.03 -1.50
C 2.94 3.12 3.15
C -3.74 1.80 -3.59
O 1.76 1.01 -3.78
H 4.38 -5.59 -1.30
C -4.26 -1.67 0.62

81
Properties=species:S:1:pos:R:3 method="wB97M-V/def2-TZVPD" e_homo_ev=-8.12 homo_lumo_gap_ha=0.2918 relative_energy_ev=1.433 fmax_ha_per_bohr=0.101
H 3.09 -0.77 0.94
S -1.90 -0.32 -1.63
H 1.37 -0.51 -2.38
O -2.93 0.08 -2.53
H 2.31 0.95 -2.06
C -0.57 2.43 1.20
O -0.85 0.62 -1.49
H 1.39 2.51 5.64
C 5.95 -1.17 -2.58
C 6.42 -2.39 -0.58
H 2.39 4.95 3.26
N -3.00 -2.77 -3.00
N -1.35 4.71 4.11
H -4.66 -2.76 0.75
H -2.52 -2.64 0.35
C -2.61 -3.61 -3.79
H 1.99 3.65 2.14
H -3.02 5.12 2.83
S -2.14 -4.47 -5.00
H 6.78 -0.51 -2.32
C -2.69 2.29 2.32
C 2.46 -0.45 0.11
C 2.39 -0.12 -2.27
H 2.30 0.63 0.22
H -1.54 4.41 6.20
O -5.04 -3.36 -1.16
C 3.73 -3.32 -3.85
O -2.66 -0.75 -0.30
O -0.44 1.63 4.23
H -1.12 2.52 0.27
H 1.10 -2.83 -1.83
H -3.14 2.32 1.33
C -2.30 -2.73 -1.73
P 3.80 -2.38 -1.25
H 0.33 3.03 1.06
H -5.07 -1.45 -0.34
H -1.43 5.46 2.14
H 6.80 -3.30 -1.07
C 1.85 2.88 4.73
H -3.36 2.82 3.00
O 4.13 -3.76 -0.75
N 5.38 -1.74 -1.37
C 1.74 -3.40 -2.52
H 2.91 -0.23 -3.21
H 3.08 -3.36 -4.72
H 4.08 -4.34 -3.63
H -6.48 -0.88 -2.30
C 1.56 4.35 2.87
N 0.89 3.66 3.95
H 1.19 -3.50 -3.46
H 4.58 -2.72 -4.14
H -2.63 1.24 2.65
N -1.38 2.93 2.30
H -3.08 4.36 5.32
H 5.22 -0.56 -3.12
C -2.00 5.47 3.06
P -0.71 3.07 3.88
H 1.88 -4.40 -2.09
H -6.87 -2.01 -3.58
C -6.18 -1.82 -2.76
H 7.25 -1.71 -0.43
N 3.01 -2.72 -2.74
C -2.10 4.85 5.37
H 6.34 -1.95 -3.25
H 2.24 2.03 4.17
H -7.01 -2.71 -0.99
H -2.07 6.50 3.40
H 2.68 3.52 5.02
H -2.25 5.91 5.60
H -5.18 -1.71 -3.18
H 1.50 -0.96 0.19
C -6.27 -2.98 -1.76
H 0.90 5.04 2.34
H -1.90 -3.68 -1.37
O -1.25 -1.75 -1.92
H -6.64 -3.86 -2.28
C -3.03 -2.13 -0.48
H -0.27 1.38 1.33
H 6.04 -2.67 0.40
N 3.13 -0.74 -1.17
C -4.53 -2.39 -0.27